57
Properties=species:S:1:pos:R:3:lowdin_charge:R:1 method="wB97M-V/def2-TZVPD" homo_energy_ha=-0.5052 charge=+2 relative_energy_kj_mol=7.6 e_lumo_ev=-8.09
Pb 0.163 -0.953 -0.678 1.3231
Se -1.534 -0.534 -2.921 0.6466
O 1.052 1.322 -0.774 -0.1325
O -1.682 -1.592 0.917 -0.1702
N -0.005 0.714 1.477 -0.0216
N 0.744 1.704 1.516 0.1362
N 2.785 -2.015 -1.238 -0.0504
N 6.812 0.321 -2.226 0.1934
N -3.895 -1.712 -1.743 -0.1116
N -4.028 0.443 -1.875 -0.1136
C -2.926 -2.752 4.037 0.0001
C -1.257 -0.667 3.102 -0.0826
C -0.445 0.362 2.781 0.0076
C 5.065 -1.521 -1.758 -0.1912
C 1.970 3.320 0.134 -0.1584
C -1.868 -1.644 2.144 -0.3091
C 2.464 3.768 -1.105 0.0093
C 4.389 -3.781 -1.432 -0.0187
C -3.710 1.832 -2.181 -0.0050
C -2.348 -1.811 4.970 -0.0273
C -3.225 -0.607 -2.108 -0.6822
C 2.185 4.077 1.297 -0.0005
C -3.399 -3.078 -1.834 -0.0050
C 3.749 -1.143 -1.516 -0.0941
C 3.371 5.698 -0.014 -0.0155
C 5.394 -2.872 -1.717 0.0250
C -5.221 -0.004 -1.359 -0.0061
C 6.038 -0.504 -2.032 -0.1666
C -5.138 -1.353 -1.278 -0.0086
C 1.259 2.072 0.173 -0.3361
C 2.886 5.264 1.213 -0.0374
C -1.560 -0.824 4.524 -0.0172
C 3.107 -3.311 -1.199 -0.1273
C 3.162 4.952 -1.174 -0.0331
C -2.704 -2.675 2.710 0.0069
H -3.510 1.937 -3.245 0.0994
H 1.814 3.736 2.250 0.1105
H -3.555 -3.539 4.431 0.1289
H 3.062 5.851 2.104 0.1203
H -2.565 -1.923 6.022 0.1249
H -5.850 -2.086 -0.946 0.1381
H 6.408 -3.196 -1.905 0.1377
H -2.837 2.146 -1.614 0.0913
H -3.137 -3.378 2.012 0.1238
H -2.912 -3.223 -2.795 0.0869
H -1.116 -0.107 5.203 0.1261
H 2.288 3.176 -1.993 0.1249
H 3.919 6.629 -0.073 0.1244
H -2.694 -3.271 -1.026 0.0825
H -0.058 1.027 3.546 0.1348
H -4.567 2.441 -1.907 0.1031
H -4.246 -3.752 -1.750 0.1056
H -6.020 0.671 -1.115 0.1385
H 3.549 5.302 -2.120 0.1216
H 3.478 -0.093 -1.551 0.1151
H 4.594 -4.841 -1.390 0.1217
H 2.306 -4.003 -0.972 0.1136



10
Properties=species:S:1:pos:R:3:lowdin_charge:R:1 method="wB97M-V/def2-TZVPD" homo_energy_ha=-0.3520 relative_energy_kj_mol=7.6 e_lumo_ev=0.11
Si -1.165 0.894 -0.084 0.4175
O -2.199 -0.221 -0.029 -0.4462
O -0.063 -1.711 0.012 0.0276
N 0.380 -0.440 -0.006 -0.2141
C 1.573 -0.186 0.107 0.0279
H 1.990 0.874 0.031 0.1264
H -0.991 -1.681 0.235 0.0670
H -0.894 1.808 1.043 -0.0559
H 2.282 -1.025 -0.054 0.1160
H -0.913 1.687 -1.254 -0.0660



23
Properties=species:S:1:pos:R:3:lowdin_charge:R:1 method="wB97M-V/def2-TZVPD" homo_energy_ha=-0.5414 charge=+2 e_lumo_ev=-8.57
I 0.686 4.404 0.028 0.9551
I 0.660 2.500 -2.796 0.9949
Sc 0.187 1.404 0.343 0.7427
Cl 0.106 2.333 2.684 0.4583
Cl -0.305 -0.963 1.601 0.7636
Cl -0.784 -5.669 -1.069 0.7837
Cl 0.194 -1.022 -3.668 0.7551
Cl -0.286 -4.121 -3.723 0.7866
Cl -0.803 -4.105 1.661 0.7785
Cl -0.431 0.128 4.677 0.6713
O 0.100 0.092 -0.890 -0.3640
C -0.097 -1.247 -1.016 -0.3941
C -0.319 -1.944 0.150 -0.5326
C -0.535 -3.308 0.178 -0.6846
C 0.898 4.458 -2.084 -1.0658
C -0.523 -3.988 -1.045 -0.6790
C -0.084 -1.906 -2.226 -0.5925
C -0.150 1.802 4.482 -0.8094
C -0.298 -3.288 -2.240 -0.6713
H 0.781 2.117 4.939 0.0569
H 0.114 5.103 -2.461 -0.0051
H 1.896 4.824 -2.290 -0.0051
H -1.010 2.397 4.766 0.0569



20
Properties=species:S:1:pos:R:3:lowdin_charge:R:1 method="wB97M-V/def2-TZVPD" homo_energy_ha=-0.2753 relative_energy_kj_mol=70.8 e_lumo_ev=0.80
S 0.141 -1.823 1.777 0.7113
N 0.251 1.449 1.109 0.0312
C 1.885 2.023 -2.265 -0.1432
C -1.133 -2.150 0.499 -0.5852
C -2.517 -2.088 1.131 -0.1832
C 0.813 1.992 -0.029 -0.2428
C 1.168 1.341 -1.137 -0.1937
H 1.176 -2.370 1.128 -0.1358
H 1.316 2.084 -3.197 0.0605
H -2.560 -2.683 2.042 0.0623
H -2.828 -1.065 1.342 0.0715
H 2.796 1.478 -2.545 0.0636
H 0.281 0.451 1.268 -0.0384
H -0.933 -3.138 0.086 0.0655
H -1.028 -1.395 -0.274 0.0539
H 1.002 0.279 -1.272 0.0835
H 0.186 2.037 1.918 0.0729
H -3.232 -2.516 0.425 0.0721
H 2.226 3.033 -2.028 0.0642
H 0.989 3.061 0.022 0.1099



19
Properties=species:S:1:pos:R:3:lowdin_charge:R:1 method="wB97M-V/def2-TZVPD" homo_energy_ha=-0.1741 charge=-1 relative_energy_kj_mol=185.1 e_lumo_ev=3.65
O -3.597 -1.385 2.419 -0.0468
O -1.468 -0.861 1.996 -0.0697
N 2.438 0.010 0.074 -0.0136
N 0.345 0.144 0.635 -0.0154
C -2.940 -1.231 0.159 -0.0516
C 0.580 1.256 -0.280 -0.0320
C 2.889 1.475 -1.821 -0.0998
C 1.963 1.033 -0.690 -0.3829
C 1.465 -0.620 0.796 -0.2020
C -2.655 -1.104 1.667 -0.7458
H 4.000 1.458 -1.620 0.0697
H -0.086 2.070 -0.483 0.0640
H 2.567 2.442 -2.156 0.0295
H -2.024 -1.816 -0.274 0.0983
H -3.230 -0.426 -0.528 0.0488
H 2.760 0.824 -2.794 0.0908
H -3.900 -1.797 0.038 0.0612
H 1.534 -1.379 1.637 0.1255
H -0.641 -0.093 1.225 0.0719



44
Properties=species:S:1:pos:R:3:lowdin_charge:R:1 method="wB97M-V/def2-TZVPD" homo_energy_ha=-0.3151 relative_energy_kj_mol=0.0 e_lumo_ev=0.39
Cl -7.008 -2.002 -0.085 0.6728
S 1.073 -1.967 0.534 1.1779
O -1.988 2.584 -1.067 0.1303
O -1.706 -1.901 -0.334 0.0680
O -2.260 2.300 1.123 0.0818
N 0.575 2.993 0.054 0.1935
N -0.948 -0.186 0.920 0.1112
C -5.738 -0.823 -0.025 -0.6748
C 3.818 0.958 -0.073 -0.1322
C 3.796 -2.230 -0.021 -0.2016
C 2.655 -1.296 0.215 -0.4556
C -4.372 -1.394 0.155 -0.1652
C 4.779 -1.672 -1.053 -0.1942
C 5.761 -0.658 -0.463 -0.2053
C 0.955 1.926 0.256 -0.1464
C 2.641 0.062 0.170 -0.2224
C -4.939 1.512 -0.115 -0.1229
C -1.941 -0.907 0.311 -0.4262
C 0.392 -0.394 0.642 -0.4561
C -6.008 0.466 -0.148 -0.1121
C -2.535 2.005 -0.017 -0.5305
C 5.118 0.367 0.473 -0.1915
C 1.331 0.589 0.405 -0.1981
C -3.542 0.925 -0.369 -0.1693
C -3.338 -0.325 0.514 -0.1657
H 4.208 -1.213 -1.862 0.1171
H -3.434 0.660 -1.422 0.1704
H 5.835 1.174 0.640 0.1104
H -5.153 2.276 -0.865 0.1302
H -4.393 -2.158 0.936 0.1264
H 3.619 1.917 0.412 0.1166
H 3.922 1.157 -1.144 0.1308
H 6.250 -0.135 -1.288 0.1105
H -1.188 0.676 1.398 0.1270
H -4.948 2.003 0.864 0.1333
H 5.351 -2.495 -1.484 0.1102
H 4.322 -2.435 0.917 0.1228
H -7.022 0.815 -0.266 0.1060
H 3.389 -3.179 -0.376 0.1055
H 4.913 -0.089 1.443 0.1169
H -4.057 -1.897 -0.765 0.1294
H 6.536 -1.189 0.093 0.1102
H -1.271 3.199 -0.792 0.0933
H -3.448 -0.019 1.559 0.1676



50
Properties=species:S:1:pos:R:3:mulliken_spin:R:1 method="wB97M-V/def2-TZVPD" homo_energy_ha="-0.3729 / -0.3889" charge=+1 relative_energy_kj_mol=28.0 s_squared=3.76 spin_multiplicity=4 e_lumo_ev="-2.74 / -3.01"
V -0.076 0.491 0.050 2.9267
S -3.985 -1.489 -1.181 0.0129
S 0.796 3.210 -0.519 0.0011
O 1.418 2.064 0.299 -0.0070
N 2.256 -1.581 0.558 0.0025
N -1.148 -0.691 1.509 -0.0880
N 1.494 -0.938 -0.356 -0.0124
C -1.650 -0.298 -1.184 -0.1213
C -2.813 -2.100 3.201 0.0132
C 1.016 4.679 0.470 0.0085
C -1.422 2.489 0.930 -0.0277
C -1.793 3.049 -1.408 0.0158
C -3.430 -0.797 -2.641 -0.0216
C -3.632 2.375 -0.010 0.0069
C 3.216 -1.962 -1.357 0.0058
C 1.513 -0.602 -2.791 0.0430
C -2.295 -1.218 1.030 0.0039
C -2.543 -0.973 -0.381 0.0735
C -3.152 -1.928 1.876 -0.0038
C 4.259 -3.028 0.794 -0.0009
C 3.294 -2.227 -0.008 0.0100
C -1.625 -1.557 3.683 0.0136
C -0.833 -0.858 2.799 0.0251
C -2.197 -0.228 -2.503 -0.0373
C -3.142 2.789 -1.245 0.0094
C -0.940 2.882 -0.320 0.0936
C -2.781 2.231 1.074 0.0505
C 2.076 -1.161 -1.530 0.0140
H 4.951 -3.545 0.134 0.0000
H -1.402 3.345 -2.373 -0.0011
H -1.324 -1.667 4.715 0.0005
H -0.755 2.428 1.785 -0.0211
H 0.093 -0.395 3.125 -0.0002
H 3.885 -2.307 -2.126 0.0001
H 4.839 -2.391 1.462 0.0011
H -3.813 2.888 -2.086 -0.0008
H 0.543 -1.049 -3.009 -0.0073
H 1.958 -1.621 1.516 0.0154
H 2.078 4.917 0.452 -0.0002
H 1.371 0.480 -2.719 -0.0039
H 0.675 4.509 1.489 -0.0003
H -3.469 -2.653 3.860 0.0008
H -1.700 0.247 -3.341 0.0012
H 0.450 5.479 -0.006 -0.0004
H 2.184 -0.792 -3.626 0.0024
H -3.164 1.916 2.035 0.0021
H -4.686 2.162 0.101 0.0003
H -4.033 -0.863 -3.534 -0.0002
H -4.070 -2.344 1.483 0.0006
H 3.743 -3.777 1.396 0.0008



61
Properties=species:S:1:pos:R:3:mulliken_spin:R:1 method="wB97M-V/def2-TZVPD" homo_energy_ha="-0.5291 / -0.5940" charge=+2 relative_energy_kj_mol=0.0 s_squared=8.79 spin_multiplicity=6 e_lumo_ev="-7.38 / -9.52"
Ir 1.280 0.232 0.334 2.5817
Cl 3.538 0.294 -6.661 0.1033
Cl -0.644 -1.770 -3.916 0.0616
O 0.793 -0.545 -1.734 0.2801
O 3.152 0.554 -0.546 -0.0115
C 0.231 3.071 2.414 -0.0061
C -0.666 -1.580 0.888 0.2860
C -1.442 -0.733 0.057 0.3925
C -1.232 0.666 0.476 0.3309
C 1.443 -0.502 -2.765 0.0435
C 2.645 -0.009 -5.267 0.2400
C 3.489 0.483 -1.743 -0.0166
C 3.303 0.374 -4.089 0.1136
C -0.985 1.550 3.926 0.0155
C -1.186 -3.685 -0.497 0.0252
C -0.617 -3.118 0.776 -0.0367
C 0.043 1.589 2.793 0.0079
C -2.441 1.263 -1.614 0.0260
C -0.017 -0.797 1.828 0.1459
C -0.509 2.625 -0.828 0.2050
C 2.743 0.071 -2.877 0.0217
C 0.919 -3.515 0.885 0.0399
C -1.397 -3.639 2.017 0.0399
C -2.789 2.600 0.461 0.0279
C -0.419 0.629 1.666 0.0814
C 0.843 -0.952 -4.048 0.2377
C 1.450 -0.674 -5.246 -0.0932
C -1.733 1.792 -0.380 -0.0418
C 1.419 1.144 3.330 0.0326
H 1.100 3.280 1.747 -0.0047
H -2.137 -3.298 -0.783 -0.0034
H -2.422 -3.199 2.137 0.0009
H 0.198 2.899 -0.015 -0.0490
H 1.356 0.175 3.842 -0.0071
H -0.645 3.483 1.956 -0.0012
H 0.585 -1.197 2.631 0.0020
H -2.051 -1.031 -0.760 -0.0164
H 4.319 0.753 -4.154 -0.0027
H -1.254 -4.784 -0.454 -0.0007
H -2.739 2.109 -2.149 -0.0012
H -3.057 3.464 -0.088 0.0014
H -1.441 -4.718 1.989 0.0043
H 4.548 0.772 -1.952 0.0028
H 0.962 -1.053 -6.125 0.0007
H -0.774 -3.379 2.924 -0.0017
H -0.603 1.967 4.844 0.0029
H -3.254 0.611 -1.385 0.0008
H -3.615 1.961 0.761 0.0023
H -1.707 0.750 -2.250 -0.0080
H 2.166 0.973 2.540 -0.0038
H -1.195 0.473 4.135 0.0017
H -1.863 2.085 3.607 -0.0006
H -2.420 2.895 1.448 -0.0021
H 0.955 -4.571 0.707 0.0018
H 1.860 1.887 3.951 0.0044
H 1.336 -3.357 1.891 0.0038
H 0.462 3.652 3.337 -0.0008
H -0.968 3.487 -1.339 0.0072
H -0.493 -3.494 -1.342 -0.0056
H 0.011 1.983 -1.454 -0.0520
H 1.569 -2.999 0.163 -0.0094